No. 1
One molecule with the formula C2H5NOS. Source: OMol25; level of theory: ωB97M-V with the def2-TZVPD basis set.

Last column: natural (NBO) charge in e.
Positions of all 10 atoms, in Å:
C (-0.3515, 0.1120, 1.9343)  -0.72
C (-0.0068, 0.2950, 0.2810)  0.46
O (0.2176, 1.3022, -0.2400)  -0.50
S (-0.1936, -1.2123, -0.7658)  0.17
N (0.3579, -0.0242, -2.3335)  -0.80
H (-1.3139, 0.5339, 2.1111)  0.24
H (0.5752, 0.5354, 2.2664)  0.23
H (-0.2210, -0.9492, 2.4327)  0.22
H (-0.2557, -0.2101, -3.0500)  0.34
H (1.1919, -0.3829, -2.6363)  0.34

## Properties
Relative energy (zero: lowest compared OMol25 entry of this formula, charge and spin) ... 66.0 kcal per mole
SMILES ... CC(=O)SN
Orbital gap ... 9.6 eV
Charge ... 0
F_max ... 0.097 hartree/bohr
HOMO energy ... -9.573 eV
E_LUMO ... 0.05 eV

No. 2
One molecule with the formula C2H5NOS. Source: OMol25; level of theory: ωB97M-V with the def2-TZVPD basis set.

Last column: natural (NBO) charge in e.
Positions of all 10 atoms, in Å:
C (-1.3964, -0.2602, -0.0849)  -0.71
C (-0.0828, 0.3831, -0.0194)  0.66
O (0.0831, 1.5712, 0.1371)  -0.60
N (0.9651, -0.4982, 0.0720)  -0.78
S (2.5886, 0.1347, -0.0109)  0.14
H (-2.1105, 0.4443, -0.4701)  0.25
H (-1.3642, -1.1730, -0.6689)  0.23
H (-1.6538, -0.5112, 0.9660)  0.24
H (0.8277, -1.3846, 0.5839)  0.41
H (2.1431, 1.2942, -0.5047)  0.16

## Properties
Relative energy (zero: lowest compared OMol25 entry of this formula, charge and spin) ... 22.9 kcal per mole
SMILES ... CC(=O)NS
Orbital gap ... 9.2 eV
Charge ... 0
F_max ... 0.037 hartree/bohr
HOMO energy ... -8.612 eV
E_LUMO ... 0.58 eV

No. 3
One molecule with the formula C2H5NOS. Source: OMol25; level of theory: ωB97M-V with the def2-TZVPD basis set.

Last column: natural (NBO) charge in e.
Positions of all 10 atoms, in Å:
O (0.3629, -1.1819, -0.3071)  -0.74
C (0.8771, 0.0168, 0.3553)  -0.15
C (0.0193, 1.0902, -0.0706)  0.00
N (-1.2764, 1.0202, -0.2139)  -0.54
S (-2.2320, -0.3017, 0.0399)  0.22
H (0.5589, -1.1693, -1.3253)  0.48
H (1.9785, 0.2595, 0.0780)  0.19
H (0.7928, -0.3540, 1.4006)  0.22
H (0.3664, 2.0336, -0.5039)  0.20
H (-1.4476, -1.4135, 0.5469)  0.12

## Properties
Relative energy (zero: lowest compared OMol25 entry of this formula, charge and spin) ... 63.7 kcal per mole
SMILES ... OC/C=N\S
Orbital gap ... 9.1 eV
Charge ... 0
F_max ... 0.081 hartree/bohr
HOMO energy ... -8.692 eV
E_LUMO ... 0.43 eV

No. 4
A 2-piece molecular cluster, C2H5NOS overall. Source: OMol25; level of theory: ωB97M-V with the def2-TZVPD basis set.

Last column: natural (NBO) charge in e.
Positions of all 10 atoms, in Å:
C (1.1664, -0.4789, -1.6445)  -0.31
C (-0.0606, 0.2066, 1.0827)  -0.12
H (1.2709, 0.4615, -0.8793)  0.22
H (2.2205, -1.2082, -1.9476)  0.21
H (0.3902, -0.0564, -2.8115)  0.22
H (1.1066, -1.6173, 1.2489)  0.41
H (0.3531, 0.0234, 2.1755)  0.18
N (0.4941, -0.9950, 0.5720)  -0.33
O (0.3256, -1.2979, -0.7772)  -0.40
S (-1.1274, 1.3362, 0.4874)  -0.08

## Properties
Relative energy (zero: lowest compared OMol25 entry of this formula, charge and spin) ... 137.8 kcal per mole
Orbital gap ... 9.2 eV
Charge ... 0
F_max ... 0.097 hartree/bohr
HOMO energy ... -8.793 eV
E_LUMO ... 0.40 eV

No. 5
One molecule with the formula C2H5NOS. Source: OMol25; level of theory: ωB97M-V with the def2-TZVPD basis set.

Last column: natural (NBO) charge in e.
Positions of all 10 atoms, in Å:
C (0.3336, 1.1368, 0.0292)  -0.44
N (0.1716, -0.2673, -0.0584)  -0.12
O (1.3387, -1.0234, 0.0401)  -0.54
C (-1.0020, -0.8909, 0.1358)  -0.10
S (-2.4772, -0.2341, -0.0545)  -0.15
H (-0.6393, 1.6132, -0.1339)  0.25
H (0.6458, 1.4196, 1.0344)  0.20
H (1.0966, 1.5188, -0.6253)  0.21
H (1.4926, -1.3842, -0.8734)  0.48
H (-0.9602, -1.8884, 0.5059)  0.21

## Properties
Relative energy (zero: lowest compared OMol25 entry of this formula, charge and spin) ... 60.3 kcal per mole
SMILES ... CN(O)C=S
Orbital gap ... 9.1 eV
Charge ... 0
F_max ... 0.025 hartree/bohr
HOMO energy ... -8.510 eV
E_LUMO ... 0.55 eV

No. 6
One molecule with the formula C2H5NOS. Source: OMol25; level of theory: ωB97M-V with the def2-TZVPD basis set.

Last column: natural (NBO) charge in e.
Positions of all 10 atoms, in Å:
C (-0.3611, 1.2419, -0.1122)  -0.47
N (0.3026, -0.1789, 0.1504)  -0.57
S (2.0950, -0.4472, -0.1899)  0.14
C (-0.6120, -1.1252, -0.0895)  0.52
O (-1.7622, -0.9643, -0.1027)  -0.58
H (-0.0061, 1.7697, 0.7937)  0.22
H (-1.5573, 1.2446, 0.0603)  0.26
H (-0.2077, 1.5972, -1.1808)  0.22
H (2.2980, -1.0610, 1.1182)  0.15
H (-0.1891, -2.0769, -0.4476)  0.10

## Properties
Relative energy (zero: lowest compared OMol25 entry of this formula, charge and spin) ... 57.3 kcal per mole
SMILES ... CN(S)C=O
Orbital gap ... 10.0 eV
Charge ... 0
F_max ... 0.093 hartree/bohr
HOMO energy ... -9.609 eV
E_LUMO ... 0.35 eV

> The lowest F_max belongs to which entry?

number 5

Repeat the sixth record exactly.
One molecule with the formula C2H5NOS. Source: OMol25; level of theory: ωB97M-V with the def2-TZVPD basis set.

Last column: natural (NBO) charge in e.
Positions of all 10 atoms, in Å:
C (-0.3611, 1.2419, -0.1122)  -0.47
N (0.3026, -0.1789, 0.1504)  -0.57
S (2.0950, -0.4472, -0.1899)  0.14
C (-0.6120, -1.1252, -0.0895)  0.52
O (-1.7622, -0.9643, -0.1027)  -0.58
H (-0.0061, 1.7697, 0.7937)  0.22
H (-1.5573, 1.2446, 0.0603)  0.26
H (-0.2077, 1.5972, -1.1808)  0.22
H (2.2980, -1.0610, 1.1182)  0.15
H (-0.1891, -2.0769, -0.4476)  0.10

## Properties
Relative energy (zero: lowest compared OMol25 entry of this formula, charge and spin) ... 57.3 kcal per mole
SMILES ... CN(S)C=O
Orbital gap ... 10.0 eV
Charge ... 0
F_max ... 0.093 hartree/bohr
HOMO energy ... -9.609 eV
E_LUMO ... 0.35 eV